1.
Below is the molecule C6H9Cl, with properties calculated with ωB97M-V/def2-TZVPD.

Geometry as ORCA input:
```
! RIJCOSX wB97M-V def2-TZVPD def2/J DEFGRID3
* xyz 0 1
C -2.33 -0.67 -0.95
C -1.24 0.11 -0.87
C 0.19 -0.45 -0.22
C 0.37 -1.68 0.16
C 1.19 0.72 -0.16
C 0.98 1.28 1.20
Cl 2.90 0.15 -0.51
H -3.23 -0.46 -1.61
H -2.28 -1.63 -0.55
H -1.15 1.12 -1.18
H 1.25 -1.91 0.63
H -0.44 -2.33 0.10
H 1.11 1.44 -1.05
H 0.84 0.44 2.08
H 0.06 1.96 1.21
H 1.78 1.91 1.72
*
```

E_LUMO in eV: 0.88
Orbital gap in eV: 10.2
Highest occupied orbital energy in Eh: -0.3430
F_max in eV Å⁻¹: 5.285
Energy above the lowest of the compared OMol25 structures with the same formula, charge and spin in eV: 1.619

Results of the natural (NBO) charge analysis, in e, for atoms 1 through 8: C -0.378; C -0.199; C 0.008; C -0.403; C -0.232; C -0.651; Cl -0.090; H 0.213

2.
Below is an isolated ion of composition C6H9Cl2N2 and charge +1, with properties calculated with ωB97M-V/def2-TZVPD.

Geometry as ORCA input:
```
! RIJCOSX wB97M-V def2-TZVPD def2/J DEFGRID3
* xyz 1 1
C 0.44 0.71 -0.64
C -1.48 -0.92 -0.93
C 0.23 0.83 1.79
C 1.19 0.72 0.82
C -1.25 -2.31 -1.36
C 2.09 1.92 0.74
N -0.53 0.04 -0.99
N -2.67 -0.54 -0.62
Cl -0.71 -0.50 2.30
Cl 2.15 -0.82 0.90
H 0.71 1.63 -1.22
H -0.03 1.81 2.32
H -1.39 -3.00 -0.63
H -0.25 -2.60 -1.94
H -1.99 -2.48 -2.13
H 2.77 2.01 1.69
H 1.41 2.83 0.63
H 2.75 1.91 -0.22
H -3.45 -1.26 -0.50
*
```

E_LUMO (alpha / beta) in eV: -7.22 / -7.21
Orbital gap (alpha / beta) in eV: 6.0 / 6.0
Highest occupied orbital energy (alpha / beta) in Eh: -0.4861 / -0.4863
F_max in eV Å⁻¹: 5.651
Energy above the lowest of the compared OMol25 structures with the same formula, charge and spin in eV: 3.566

Results of the natural (NBO) charge analysis, in e, for atoms 1 through 8: C 0.244; C 0.383; C 0.119; C -0.273; C -0.681; C -0.631; N -0.280; N -0.639

3.
Below is a 2-piece molecular cluster, C6H9ClN2 overall, with properties calculated with ωB97M-V/def2-TZVPD.

Geometry as ORCA input:
```
! RIJCOSX wB97M-V def2-TZVPD def2/J DEFGRID3
* xyz 0 1
C -1.64 2.35 -0.42
C -2.23 0.98 -0.19
C -1.77 0.11 0.72
Cl -2.27 -1.52 0.63
H -2.33 3.06 -0.27
H -0.89 2.41 0.31
H -1.45 2.50 -1.50
H -2.89 0.48 -1.03
H -1.08 0.29 1.52
C 1.68 -2.80 -0.58
N 1.33 -1.46 -0.94
C 1.48 -0.45 -0.21
C 1.93 0.38 0.69
N 2.18 1.54 1.13
H 2.31 -2.82 0.32
H 2.27 -3.03 -1.49
H 0.76 -3.47 -0.75
H 2.60 1.47 2.06
*
```

E_LUMO in eV: -0.47
Orbital gap in eV: 8.0
Highest occupied orbital energy in Eh: -0.3109
F_max in eV Å⁻¹: 3.852
Energy above the lowest of the compared OMol25 structures with the same formula, charge and spin in eV: 3.522

Results of the natural (NBO) charge analysis, in e, for atoms 1 through 8: C -0.637; C -0.168; C -0.258; Cl -0.020; H 0.213; H 0.223; H 0.226; H 0.209

4.
Below is a 2-piece molecular cluster, C6H9ClN2O3 overall, with properties calculated with ωB97M-V/def2-TZVPD.

Geometry as ORCA input:
```
! RIJCOSX wB97M-V def2-TZVPD def2/J DEFGRID3
* xyz 0 1
O 3.13 1.96 0.09
C 2.29 1.54 -0.60
O 2.36 1.89 -1.94
N 1.31 0.72 -0.14
C 0.46 -0.01 -0.94
C -0.87 -0.21 -0.70
N -1.39 0.30 0.55
C -0.36 0.08 1.53
C 0.83 1.08 1.33
H 1.67 1.51 -2.64
H 1.14 -0.64 -1.62
H -1.42 -0.67 -1.46
H -2.14 -0.35 0.90
H 0.14 -0.86 1.49
H -0.70 0.32 2.55
H 0.61 2.14 1.15
H 1.66 0.88 1.99
O 2.32 -1.97 -0.48
C 2.97 -1.37 0.36
Cl 2.61 -1.44 2.02
H 3.87 -0.84 0.29
*
```

E_LUMO in eV: 0.43
Orbital gap in eV: 8.7
Highest occupied orbital energy in Eh: -0.3031
F_max in eV Å⁻¹: 4.150
Energy above the lowest of the compared OMol25 structures with the same formula, charge and spin in eV: 0.175

Results of the natural (NBO) charge analysis, in e, for atoms 1 through 8: O -0.602; C 0.895; O -0.717; N -0.523; C -0.113; C -0.066; N -0.602; C -0.259

5.
Below is the molecule C6H9ClN2O3S, with properties calculated with ωB97M-V/def2-TZVPD.

Geometry as ORCA input:
```
! RIJCOSX wB97M-V def2-TZVPD def2/J DEFGRID3
* xyz 0 1
O -0.54 1.73 2.02
C -0.30 1.77 0.87
N -1.01 1.35 -0.13
C -2.19 0.45 0.01
C -1.83 -0.89 0.60
C -1.21 -1.90 -0.33
S 0.05 -1.17 -1.40
C 1.28 -0.73 -0.31
Cl 1.38 -1.30 1.28
C 2.32 0.17 -0.96
N 3.41 0.70 -0.28
O 3.57 0.56 0.95
O 4.21 1.32 -0.97
H 0.59 2.18 0.46
H -0.49 1.35 -1.09
H -2.68 0.53 -1.04
H -2.77 1.00 0.69
H -1.01 -0.78 1.41
H -2.76 -1.43 1.01
H -1.80 -2.50 -1.01
H -0.60 -2.65 0.25
H 2.40 0.25 -2.03
*
```

E_LUMO (alpha / beta) in eV: -1.32 / -1.32
Orbital gap (alpha / beta) in eV: 7.9 / 7.9
Highest occupied orbital energy (alpha / beta) in Eh: -0.3397 / -0.3397
F_max in eV Å⁻¹: 6.118
Energy above the lowest of the compared OMol25 structures with the same formula, charge and spin in eV: 3.010

Results of the natural (NBO) charge analysis, in e, for atoms 1 through 8: O -0.609; C 0.517; N -0.610; C -0.247; C -0.463; C -0.529; S 0.364; C -0.204

6.
Below is the molecule C6H9ClN4O, with properties calculated with ωB97M-V/def2-TZVPD.

Geometry as ORCA input:
```
! RIJCOSX wB97M-V def2-TZVPD def2/J DEFGRID3
* xyz 0 1
N 1.45 -1.81 -0.06
C 1.49 -0.43 -0.11
C 2.59 0.38 0.02
Cl 4.09 -0.41 0.57
N 2.62 1.70 0.06
C 1.44 2.24 -0.25
N 0.29 1.60 -0.55
C 0.37 0.25 -0.55
N -0.76 -0.31 -1.02
C -1.57 -1.04 -0.12
C -2.48 -0.07 0.75
O -1.65 0.83 1.44
H 0.73 -2.29 -0.64
H 2.34 -2.26 -0.17
H 1.27 3.31 -0.14
H -1.41 0.30 -1.53
H -1.01 -1.65 0.62
H -2.12 -1.75 -0.70
H -3.03 -0.59 1.51
H -3.26 0.52 0.16
H -1.39 1.50 0.72
*
```

E_LUMO in eV: 0.57
Orbital gap in eV: 9.2
Highest occupied orbital energy in Eh: -0.3157
F_max in eV Å⁻¹: 3.624
Energy above the lowest of the compared OMol25 structures with the same formula, charge and spin in eV: 0.000

Results of the natural (NBO) charge analysis, in e, for atoms 1 through 8: N -0.801; C 0.025; C 0.206; Cl -0.027; N -0.450; C 0.241; N -0.516; C 0.391

7.
Below is the molecule C6H9ClS, with properties calculated with ωB97M-V/def2-TZVPD.

Geometry as ORCA input:
```
! RIJCOSX wB97M-V def2-TZVPD def2/J DEFGRID3
* xyz 0 1
Cl -2.81 -0.30 -0.28
C -1.55 0.21 0.92
C -0.19 0.16 0.25
C 0.54 -1.20 0.36
S 2.20 -0.85 -0.28
C 2.17 0.90 0.31
C 0.74 1.35 0.23
C -0.07 0.98 -1.00
H -1.77 1.23 1.18
H -1.71 -0.46 1.78
H 0.09 -2.04 -0.22
H 0.56 -1.56 1.40
H 2.51 1.04 1.34
H 2.88 1.43 -0.30
H 0.47 2.37 0.71
H 0.56 0.60 -1.83
H -0.87 1.65 -1.23
*
```

E_LUMO in eV: 0.84
Orbital gap in eV: 9.6
Highest occupied orbital energy in Eh: -0.3218
F_max in eV Å⁻¹: 2.110
Energy above the lowest of the compared OMol25 structures with the same formula, charge and spin in eV: 0.171

Results of the natural (NBO) charge analysis, in e, for atoms 1 through 8: Cl -0.096; C -0.332; C -0.095; C -0.523; S 0.186; C -0.511; C -0.235; C -0.424

8.
Below is the molecule C6H9ClSSi, with properties calculated with ωB97M-V/def2-TZVPD.

Geometry as ORCA input:
```
! RIJCOSX wB97M-V def2-TZVPD def2/J DEFGRID3
* xyz 0 3
C 2.70 -0.04 -1.35
C 1.28 -0.11 -1.34
C 3.21 0.47 -0.18
C 0.69 0.35 -0.15
C -2.13 -1.04 -0.60
C -1.43 0.38 2.14
Si -1.24 0.49 0.21
S 1.95 0.85 0.96
Cl -2.12 2.00 -0.86
H 3.31 -0.43 -2.08
H 0.81 -0.40 -2.20
H 4.22 0.69 0.22
H -1.50 -1.63 -1.38
H -2.43 -1.80 0.22
H -3.03 -0.78 -1.14
H -1.06 1.24 2.62
H -2.47 0.16 2.44
H -0.75 -0.41 2.49
*
```

E_LUMO (alpha / beta) in eV: 0.75 / -2.40
Orbital gap (alpha / beta) in eV: 6.0 / 6.8
Highest occupied orbital energy (alpha / beta) in Eh: -0.1945 / -0.3389
F_max in eV Å⁻¹: 5.696

Results of the natural (NBO) charge analysis, in e, for atoms 1 through 8: C -0.274; C -0.223; C -0.296; C -0.539; C -1.115; C -1.076; Si 1.497; S 0.281

9.
Below is C6H9CsMgO2 as an isolated structure, with properties calculated with ωB97M-V/def2-TZVPD.

Geometry as ORCA input:
```
! RIJCOSX wB97M-V def2-TZVPD def2/J DEFGRID3
* xyz 1 2
C -1.70 -0.56 0.34
H -1.46 -1.36 1.05
H -0.66 -0.29 0.43
C 0.92 -1.78 0.44
C 1.87 -0.75 0.73
C 2.44 0.01 -0.26
O 2.18 1.33 -0.44
Cs 6.40 3.62 -0.92
H 0.59 -1.86 -0.60
H 0.52 -2.36 1.28
H 1.89 -0.36 1.75
H 3.13 -0.43 -0.99
H -2.95 1.59 0.76
O -1.45 1.75 -0.69
C -2.35 1.03 0.03
C -2.96 -0.27 -0.41
H -3.91 -0.56 0.06
H -2.88 -0.43 -1.49
Mg 0.37 1.69 -1.07
*
```

E_LUMO (alpha / beta) in eV: -4.08 / -4.09
Orbital gap (alpha / beta) in eV: 4.6 / 5.2
Highest occupied orbital energy (alpha / beta) in Eh: -0.3175 / -0.3413
F_max in eV Å⁻¹: 4.916

Results of the natural (NBO) charge analysis, in e, for atoms 1 through 8: C -0.648; H 0.223; H 0.232; C -0.376; C -0.342; C 0.080; O -1.038; Cs 0.999

10.
Below is C6H9CsMgO5 as an isolated structure, with properties calculated with ωB97M-V/def2-TZVPD.

Geometry as ORCA input:
```
! RIJCOSX wB97M-V def2-TZVPD def2/J DEFGRID3
* xyz 0 1
O -2.05 1.01 -1.69
C -1.03 0.67 -2.54
C -0.61 -0.67 -2.47
O -1.06 -1.36 -1.38
Mg -1.65 0.01 -0.06
H -1.11 1.09 -3.56
H -0.72 -1.31 -3.36
O 1.33 -0.87 1.47
C 1.54 -0.26 0.23
C 1.10 1.15 0.16
O -0.16 1.36 0.79
C -0.11 0.94 2.16
C 0.06 -0.58 2.11
O -0.98 -1.11 1.43
Cs -0.54 -3.93 0.02
H 2.56 -0.47 -0.10
H 1.84 1.91 0.45
H -1.07 1.21 2.60
H 0.73 1.44 2.66
H 0.19 -0.95 3.14
H 0.99 -0.70 -0.95
H 0.76 1.42 -1.12
*
```

E_LUMO in eV: -0.61
Orbital gap in eV: 5.0
Highest occupied orbital energy in Eh: -0.2049
F_max in eV Å⁻¹: 5.105

Results of the Löwdin charge analysis, in e, for atoms 1 through 8: O -0.284; C -0.308; C -0.348; O -0.491; Mg 0.793; H 0.097; H 0.099; O -0.091

11.
Below is a 2-piece molecular cluster, C6H9F overall, with properties calculated with ωB97M-V/def2-TZVPD.

Geometry as ORCA input:
```
! RIJCOSX wB97M-V def2-TZVPD def2/J DEFGRID3
* xyz 0 1
C 0.71 -1.77 0.30
C 0.62 -0.43 -0.49
C 1.16 0.63 0.15
C 1.51 2.00 -0.37
F 1.58 0.41 1.36
H -0.14 -2.49 0.19
H 1.53 -2.32 -0.05
H 0.79 -1.60 1.33
H 0.03 -0.50 -1.35
H 2.51 2.29 -0.11
H 0.75 2.82 -0.07
H 1.41 1.98 -1.40
C -3.30 0.09 1.20
C -2.37 0.13 0.37
H -4.17 -0.02 1.71
H -1.56 -0.06 -0.30
*
```

E_LUMO in eV: 1.01
Orbital gap in eV: 10.1
Highest occupied orbital energy in Eh: -0.3334
F_max in eV Å⁻¹: 6.686
Energy above the lowest of the compared OMol25 structures with the same formula, charge and spin in eV: 3.068

Results of the natural (NBO) charge analysis, in e, for atoms 1 through 8: C -0.639; C -0.321; C 0.426; C -0.676; F -0.323; H 0.210; H 0.214; H 0.225

12.
Below is the molecule C6H9F2NS, with properties calculated with ωB97M-V/def2-TZVPD.

Geometry as ORCA input:
```
! RIJCOSX wB97M-V def2-TZVPD def2/J DEFGRID3
* xyz 0 1
C -1.13 -0.01 1.06
C -0.29 -2.64 0.08
C 0.63 -0.16 -0.45
C -1.03 1.56 -1.59
C 1.16 0.29 1.98
C -0.29 0.12 -1.59
N 0.15 0.02 0.91
F -1.49 0.09 2.35
F -0.13 -3.95 0.31
S 1.16 -1.96 -0.40
H 1.59 0.41 -0.47
H -0.51 2.16 -2.37
H -0.85 1.88 -0.51
H -2.09 1.38 -1.87
H 1.17 -0.47 2.82
H 2.13 0.37 1.42
H 0.88 1.25 2.57
H 0.18 0.08 -2.64
H -1.24 -0.43 -1.61
*
```

E_LUMO in eV: 0.15
Orbital gap in eV: 8.6
Highest occupied orbital energy in Eh: -0.3110
F_max in eV Å⁻¹: 3.741
Energy above the lowest of the compared OMol25 structures with the same formula, charge and spin in eV: 2.984

Results of the natural (NBO) charge analysis, in e, for atoms 1 through 8: C 0.422; C 0.109; C -0.105; C -0.600; C -0.457; C -0.471; N -0.494; F -0.365

13.
Below is the molecule C6H9F3, with properties calculated with ωB97M-V/def2-TZVPD.

Geometry as ORCA input:
```
! RIJCOSX wB97M-V def2-TZVPD def2/J DEFGRID3
* xyz 0 1
C -1.76 0.69 0.80
C -0.45 0.97 0.19
C -0.21 0.67 -1.25
C 0.44 -0.19 -0.23
C -0.08 -1.62 0.08
C 1.90 0.05 0.09
F 2.31 1.35 0.02
F 2.35 -0.33 1.29
F 2.72 -0.69 -0.74
H -2.21 -0.04 0.22
H -2.48 1.63 0.90
H -1.72 0.50 1.89
H 0.19 1.72 0.48
H -0.97 0.11 -1.84
H 0.45 1.26 -2.01
H -0.26 -1.91 1.07
H 0.61 -2.30 -0.37
H -0.83 -1.86 -0.60
*
```

E_LUMO in eV: 0.92
Orbital gap in eV: 11.3
Highest occupied orbital energy in Eh: -0.3821
F_max in eV Å⁻¹: 4.716
Energy above the lowest of the compared OMol25 structures with the same formula, charge and spin in eV: 0.159

Results of the natural (NBO) charge analysis, in e, for atoms 1 through 8: C -0.610; C -0.220; C -0.399; C -0.154; C -0.618; C 0.986; F -0.337; F -0.325

14.
Below is an isolated ion of composition C6H9FN3 and charge +1, with properties calculated with ωB97M-V/def2-TZVPD.

Geometry as ORCA input:
```
! RIJCOSX wB97M-V def2-TZVPD def2/J DEFGRID3
* xyz 1 1
N 1.30 1.12 -1.64
C 0.41 1.15 -0.59
N 0.04 2.32 -0.07
N -0.84 2.53 0.90
C -1.37 1.46 1.41
C -1.08 0.16 0.96
C -0.19 -0.02 -0.07
C 0.12 -1.38 -0.65
C 0.22 -2.49 0.38
F -1.02 -2.73 0.93
H 1.83 2.00 -1.70
H 2.00 0.40 -1.48
H 0.45 3.16 -0.46
H -2.07 1.59 2.21
H -1.58 -0.68 1.40
H 1.00 -1.35 -1.28
H -0.71 -1.63 -1.31
H 0.55 -3.40 -0.11
H 0.93 -2.24 1.17
*
```

E_LUMO in eV: -4.83
Orbital gap in eV: 9.8
Highest occupied orbital energy in Eh: -0.5388
F_max in eV Å⁻¹: 1.371
Energy above the lowest of the compared OMol25 structures with the same formula, charge and spin in eV: 0.000

Results of the natural (NBO) charge analysis, in e, for atoms 1 through 8: N -0.743; C 0.431; N -0.275; N -0.132; C 0.028; C -0.132; C -0.016; C -0.480